The following is a quantum chemistry calculation of a 10-piece molecular cluster, C37H94O23S3 overall, from OMol25.

Geometry as XYZ:
```
157
Properties=species:S:1:pos:R:3:mulliken_charge:R:1
S 4.51 3.51 3.71 1.113
S -1.32 5.28 -4.36 1.148
S 1.18 -1.64 0.62 0.731
O -0.52 4.04 -4.89 -0.232
O -1.31 -4.46 -0.33 -0.273
O -1.73 1.85 5.13 -0.280
O 1.74 1.26 -5.56 0.194
O -1.68 5.19 -2.97 -0.566
O 1.84 -2.78 1.20 -0.691
O -3.33 -0.23 -2.09 0.027
O 2.79 2.57 -0.97 0.158
O 3.29 2.67 4.21 -0.021
O -6.44 -3.06 2.25 -0.388
O 5.16 -1.16 0.23 -0.073
O 0.06 -1.09 1.71 0.367
O -6.66 -5.55 0.82 -0.225
O 1.56 -6.52 -1.30 -0.440
O 1.17 3.19 1.35 0.099
O 3.81 -1.19 -2.18 -0.139
O 5.07 2.82 2.58 -0.514
O 5.33 3.82 4.81 -0.692
O -2.38 5.58 -5.24 -0.654
O 0.49 -1.80 -0.60 -0.177
O 0.94 2.60 6.48 -0.104
O -0.63 -0.31 -6.50 -0.353
O -2.04 2.16 -0.67 0.800
C -2.57 1.01 -0.07 -0.106
C 1.76 0.23 -6.53 -0.958
C 2.88 -1.46 -3.16 -0.462
C 2.90 2.04 -5.53 -0.484
C 0.81 3.51 -0.02 0.085
C -0.56 -5.33 -1.18 -0.595
C 5.74 -1.85 -0.84 -0.842
C -0.95 -2.64 3.30 -1.800
C 0.07 3.02 2.18 -0.131
C -2.26 -3.67 -1.09 -0.454
C 3.61 4.93 3.10 -0.469
C 0.78 -5.57 -0.54 0.119
C -5.67 -4.21 2.57 -0.077
C 3.93 2.74 -1.72 -0.703
C -3.72 0.39 -0.81 -0.437
C -6.53 -5.36 2.21 -0.613
C 0.66 -0.83 -6.24 -0.255
C -0.40 2.78 6.90 -0.779
C 1.84 3.58 7.03 -0.808
C -5.73 -1.82 2.51 -0.276
C -4.48 -0.79 -2.65 -0.979
C 2.03 3.84 -0.83 -0.948
C -1.07 -1.95 1.92 0.928
C 5.91 -0.08 0.72 -0.707
C 2.55 -6.93 -0.43 -0.677
C 3.58 1.34 4.77 -0.749
C -7.28 -6.72 0.44 -0.835
C -2.87 3.29 -0.68 -1.002
C -1.22 2.68 -4.78 -1.131
C -0.58 1.95 -3.65 1.585
C 2.09 -0.25 0.56 0.535
C -0.11 6.54 -4.57 -1.038
C -2.54 0.81 4.63 -0.509
C 4.61 -2.31 -1.82 -0.560
C -1.64 -1.14 -6.09 -0.654
C 2.44 0.36 4.61 -0.598
C -1.24 1.61 6.45 -0.464
H 5.95 0.76 0.09 0.387
H 2.84 3.30 6.79 0.189
H 3.93 -3.02 -1.35 0.210
H 1.74 0.35 5.48 0.214
H 1.59 3.81 8.07 0.403
H 1.62 0.64 -7.52 0.401
H 2.94 2.67 -6.39 0.336
H -3.49 3.33 0.22 0.364
H 3.09 -7.81 -0.76 0.307
H -5.92 -6.22 2.60 0.353
H 6.93 -0.40 0.99 0.436
H -1.83 -3.18 3.58 0.412
H -8.35 -6.82 0.66 0.297
H 0.74 -5.97 0.49 0.276
H -1.01 2.27 -5.76 0.251
H 0.28 2.68 -0.50 -0.225
H 1.40 0.61 0.58 -0.507
H 2.73 4.61 -0.35 0.320
H -2.82 -4.31 -1.79 0.621
H 4.44 1.78 -1.91 0.055
H -1.68 -2.95 -1.67 0.130
H 1.62 4.14 -1.83 0.122
H -1.63 0.38 -0.07 -0.339
H -0.33 -4.94 -2.18 0.297
H -2.95 1.06 3.68 0.073
H 0.34 1.48 -3.93 -0.519
H -4.72 -4.12 2.02 0.098
H -1.28 1.14 -3.33 -0.214
H 2.30 -0.59 -3.19 -0.031
H 0.85 -1.12 -5.17 0.021
H -7.49 -5.21 2.73 0.286
H -3.29 0.52 5.35 0.491
H -5.06 0.01 -3.15 0.327
H -2.00 -0.17 4.34 0.059
H 4.48 1.11 4.21 0.730
H 3.36 -6.20 -0.35 0.191
H 1.26 -4.56 -0.47 -0.023
H 2.17 -2.35 -2.96 0.206
H 5.43 0.28 1.61 -0.072
H 2.15 -7.05 0.52 0.377
H -6.84 -7.54 0.89 0.380
H -4.21 -0.39 -0.12 0.052
H -2.89 1.27 0.94 0.045
H 5.07 -2.80 -2.66 0.497
H -1.54 -2.14 -6.60 0.389
H -2.23 4.17 -0.78 0.211
H 6.24 -2.74 -0.59 0.391
H -0.78 3.68 6.46 0.343
H 3.88 1.29 -5.49 0.239
H 4.66 3.49 -1.31 0.313
H 2.86 -0.66 4.51 0.504
H 4.33 5.61 2.61 0.433
H 6.46 -1.20 -1.37 0.422
H -0.70 2.33 1.79 -0.310
H -2.23 2.92 -4.59 0.661
H -0.74 0.67 6.36 0.318
H -0.69 -1.95 4.09 0.261
H -1.17 -6.28 -1.21 0.227
H -4.82 -1.82 1.94 -0.169
H -1.69 -1.31 -4.97 0.147
H 2.97 5.45 3.83 0.291
H 0.93 -1.68 -6.88 0.487
H -0.22 -3.44 3.36 0.358
H -0.44 2.58 -2.85 -0.269
H 1.90 0.52 3.70 -0.247
H 2.84 2.63 -4.59 -0.153
H -2.91 -3.13 -0.35 -0.127
H 2.71 -0.37 -6.55 0.435
H -0.60 7.40 -4.19 0.410
H 2.69 -0.27 -0.37 -0.164
H -0.34 2.86 8.00 0.474
H -2.14 1.52 7.11 0.312
H -5.19 -1.23 -1.96 0.304
H 2.94 4.47 2.34 -0.180
H -0.45 3.98 2.26 0.507
H 2.77 -0.35 1.42 0.068
H 0.42 2.77 3.20 -0.155
H 0.79 6.25 -3.98 0.226
H -1.98 -1.34 1.90 0.168
H 3.69 1.42 5.83 0.171
H 1.69 4.60 6.56 0.255
H 0.11 6.72 -5.58 0.370
H 0.20 4.42 0.02 0.518
H -2.59 -0.72 -6.44 0.265
H -5.51 -1.68 3.57 0.334
H -3.49 3.36 -1.64 0.158
H -7.12 -6.82 -0.66 0.222
H -4.50 1.14 -1.01 0.397
H 3.74 3.12 -2.76 0.171
H -4.26 -1.49 -3.47 0.244
H 3.33 -1.77 -4.13 0.381
H -5.58 -4.23 3.67 0.296
H -1.02 -2.72 1.19 -0.480
H -6.31 -1.00 2.11 0.324
```

Calculated values
energy above the lowest of the compared OMol25 structures with the same formula, charge and spin: 4.4 kJ/mol
HOMO: -9.49 eV
E: -119479.0548 eV
orbital gap: 10.05 eV
spin multiplicity: 1